19
Properties=species:S:1:pos:R:3:mulliken_charge:R:1 method="wB97M-V/def2-TZVPD" e_tot_ev=-8901.420 lumo_energy_ev=-2.11 homo_energy_ev=-8.51
C 2.1087 -1.1163 0.0842 -1.32
C 0.8944 -0.2235 -0.1195 1.40
C 0.8153 0.9060 0.9240 -1.05
N 0.7055 0.1539 -1.5066 -0.63
H 1.8675 -1.9893 0.7032 0.36
H 2.5571 -1.4169 -0.8683 0.36
H 2.9003 -0.5656 0.5912 0.34
H -0.0878 -0.8952 0.0671 -0.81
H -0.0124 0.8636 1.6271 0.30
H 1.7459 0.9740 1.4936 0.36
H 0.7360 1.8706 0.3751 0.29
H -0.2627 0.3627 -1.7703 0.34
H 1.2706 0.9776 -1.6793 0.27
H -0.5092 -1.5700 -0.1141 0.65
H -2.5484 -0.2471 1.7897 0.20
O -1.7410 -0.4176 1.3013 -0.82
H -1.9168 0.1658 0.2778 0.40
H -2.8838 1.1317 -0.8533 0.21
O -2.0584 0.6444 -0.8596 -0.85

=====

11
Properties=species:S:1:pos:R:3:mulliken_charge:R:1 method="wB97M-V/def2-TZVPD" e_tot_ev=-16017.501 lumo_energy_ev="-11.12 / -13.12" homo_energy_ev="-20.67 / -18.07" charge=+2
C -1.2738 -0.5979 0.1375 -0.14
C -2.5429 0.0632 0.6317 0.21
O -3.5235 -0.5443 0.9955 -0.02
O -0.6474 0.1295 -0.8405 -0.37
H -1.5654 -1.6151 -0.1976 0.35
H -2.5242 1.1796 0.6279 0.39
Tl 0.9745 0.5842 -1.3950 0.89
O 2.8730 0.6463 -0.8436 -0.39
O 4.9622 0.4024 0.1093 -0.13
C 3.8871 0.5193 -0.2683 0.86
H -0.6195 -0.7671 1.0431 0.34

=====

66
Properties=species:S:1:pos:R:3:mulliken_charge:R:1 method="wB97M-V/def2-TZVPD" e_tot_ev=-70180.659 lumo_energy_ev="-0.86 / -0.87" homo_energy_ev="-7.31 / -7.32"
Os -0.2485 1.6984 -0.8131 1.49
N -0.3993 1.1867 1.2751 0.02
C -0.5290 2.3694 2.1427 -0.78
C 0.7197 3.2193 2.0590 -0.29
C 0.9266 3.9622 0.7414 0.42
O 1.7354 4.8642 0.7015 -0.67
O 0.2157 3.6085 -0.3030 -0.55
H -1.2590 0.6208 1.2730 0.44
H 0.3331 0.5818 1.6470 -0.35
H -0.7125 2.0507 3.1723 0.52
H -1.4038 2.9245 1.8037 0.46
H 1.6083 2.5994 2.2288 0.08
H 0.7245 3.9727 2.8465 0.49
C -0.3329 -2.8872 0.9140 -1.91
C -1.1503 -2.6691 -0.3555 1.12
O -1.4781 -3.9437 -0.8870 -0.65
P -2.6863 -1.7712 0.0906 0.41
O -3.5816 -2.9473 0.6704 -0.48
O -3.4606 -1.4006 -1.2421 -0.54
O -2.4880 -0.6486 1.0314 -0.87
P -0.2322 -1.7760 -1.6958 0.43
O 1.3105 -2.2026 -1.4637 -0.41
O -0.7319 -2.3110 -2.9803 -0.87
O -0.2965 -0.2862 -1.4535 -0.97
H -0.9138 -3.4716 1.6292 0.59
H -0.0685 -1.9399 1.3870 0.23
H 0.5756 -3.4321 0.6647 0.46
H -1.5776 -3.8209 -1.8452 0.47
H -4.3663 -2.6204 1.1225 0.39
H -3.1755 -0.5780 -1.6664 0.32
H 1.5446 -2.8804 -2.1047 0.35
N -1.7236 1.9896 -1.6996 0.05
C -2.7300 1.9434 -2.6215 0.27
C -3.8328 2.8018 -2.5317 -0.43
C -4.8372 2.7264 -3.4790 -0.53
C -4.7862 1.7781 -4.4938 -0.48
C -3.7032 0.9128 -4.5697 -0.65
C -2.6647 0.9987 -3.6577 0.07
H -3.8728 3.5218 -1.7256 0.43
H -5.6790 3.4037 -3.4161 0.35
H -5.5848 1.7153 -5.2201 0.39
H -3.6548 0.1715 -5.3564 0.40
H -1.8001 0.3490 -3.7243 0.38
C 4.1025 2.0613 -0.9136 -1.02
C 2.7410 2.2581 -0.9813 -0.43
N 1.8717 1.3381 -0.5280 0.22
C 2.3407 0.2144 0.0136 0.79
C 3.6946 -0.0726 0.1125 0.04
C 4.5827 0.8751 -0.3832 -0.47
C 4.1967 -1.3681 0.5948 -1.05
C 3.7489 -2.1867 1.5498 -0.82
C 2.7065 -2.0015 2.5750 1.07
C 2.1710 -3.1234 3.2011 -0.53
C 1.2508 -2.9171 4.2113 -0.24
N 0.9044 -1.6995 4.6196 -0.60
C 1.4855 -0.6963 3.9741 -0.17
N 2.3443 -0.7724 2.9645 -0.34
H 4.7702 2.8216 -1.2909 0.43
H 2.3030 3.1600 -1.3858 0.59
H 1.6102 -0.5195 0.3145 0.21
H 5.6480 0.6802 -0.3549 0.53
H 5.0636 -1.7235 0.0459 0.44
H 4.2548 -3.1426 1.6308 0.39
H 2.4619 -4.1210 2.9029 0.41
H 0.7839 -3.7518 4.7214 0.44
H 1.2303 0.3032 4.3110 0.49

=====

17
Properties=species:S:1:pos:R:3:mulliken_charge:R:1 method="wB97M-V/def2-TZVPD" e_tot_ev=-19057.623 lumo_energy_ev=-0.31 homo_energy_ev=-8.26
C 0.9482 -1.3772 -1.0495 -0.81
C -1.8201 -1.7077 -2.0377 -1.13
C -0.3170 1.6550 2.2982 -1.03
Si 1.2157 1.7229 1.0926 0.47
Si -0.7349 -1.6052 -0.2827 0.18
H 1.6078 -1.8942 -0.3633 0.32
H 1.0419 -1.7463 -2.0751 0.31
H 1.3008 -0.3655 -0.9174 0.13
H -2.7906 -2.2848 -1.8050 0.29
H -2.2426 -0.7643 -1.9690 0.32
H -1.4377 -2.0439 -2.9776 0.34
H -1.1519 1.0967 1.9866 0.32
H 0.0549 1.4030 3.2873 0.27
H 0.8014 1.1918 -0.3025 -0.11
H 2.3942 1.0428 1.7599 -0.10
H 1.9148 3.0625 0.9745 -0.12
H -0.7847 2.6143 2.3807 0.33

=====

56
Properties=species:S:1:pos:R:3:mulliken_charge:R:1 method="wB97M-V/def2-TZVPD" e_tot_ev=-28838.909 lumo_energy_ev=0.44 homo_energy_ev=-9.92 smiles=COC[C@H](C)N.CCO.CCO.CCO.O.O.O.O
C 7.4804 13.4515 13.6539 -0.68
O 7.4165 12.8672 14.9452 -0.38
C 7.7251 11.4926 14.9362 -0.56
C 8.0828 11.1734 16.3792 0.43
C 9.3698 11.9770 16.7132 -1.24
N 8.3031 9.7599 16.5619 -0.53
H 7.1437 12.7864 12.8951 0.29
H 8.5358 13.8901 13.4856 0.26
H 6.7344 14.3145 13.5884 0.26
H 6.9673 10.8135 14.5526 0.37
H 8.5774 11.3635 14.2788 0.31
H 7.2136 11.6005 16.9642 0.16
H 9.6382 11.9843 17.7972 0.35
H 9.1398 12.9930 16.3896 0.36
H 10.3373 11.6416 16.1644 0.23
H 7.4014 9.2793 16.3954 0.16
H 8.6297 9.6120 17.5136 0.24
C 4.9933 7.8702 13.7644 -0.94
C 5.7640 7.3446 12.4840 -0.24
O 6.9249 8.0685 12.1993 -0.52
H 4.3730 7.0853 14.1209 0.42
H 4.4561 8.8154 13.5405 0.26
H 5.6464 8.0573 14.6298 0.10
H 5.1857 7.3364 11.5341 0.37
H 6.0956 6.2844 12.6569 0.26
H 7.5622 7.8793 12.9139 0.28
C 9.3639 8.3455 6.8042 -1.03
C 8.2834 7.3312 6.8937 0.18
O 7.6043 7.1774 5.6758 -0.56
H 9.8657 8.2278 5.8060 0.34
H 10.0439 8.4930 7.6788 0.19
H 8.9053 9.3283 6.7826 0.33
H 7.6064 7.5832 7.7187 0.10
H 8.7908 6.3962 7.0724 0.10
H 7.3326 8.0650 5.3510 0.33
C 9.1338 5.6469 10.2917 -0.85
C 10.5775 5.5470 9.9508 -0.40
O 11.2798 6.7923 10.1628 -0.47
H 8.8338 6.6284 9.8589 0.12
H 9.1090 5.8714 11.3542 0.36
H 8.5533 4.7634 9.9663 0.37
H 10.7668 5.2770 8.8967 0.32
H 11.0130 4.7314 10.5175 0.31
H 11.0896 6.9409 11.1166 0.27
O 9.1473 8.1376 13.9832 -0.72
H 8.9695 8.7731 14.6963 0.29
H 9.9049 8.5238 13.5132 0.36
O 7.3371 9.4650 9.8861 -0.54
H 6.8972 10.3223 9.9234 0.25
H 7.0158 9.0893 10.7314 0.39
O 11.3903 9.1095 12.4624 -0.69
H 12.2373 9.5721 12.4234 0.29
H 10.8868 9.5212 11.7747 0.42
O 10.2595 10.0897 10.0253 -0.74
H 10.9029 9.3576 9.9367 0.33
H 9.3551 9.8333 9.7667 0.37

=====

105
Properties=species:S:1:pos:R:3:mulliken_charge:R:1 method="wB97M-V/def2-TZVPD" e_tot_ev=-73662.310 lumo_energy_ev=0.12 homo_energy_ev=-8.07 smiles="CCB(O)[C@](C#N)(C[C@H]1CO1)[C@@](S)(C#N)CCOCCOc1ccc(C(C)(C)CC(C)(C)C)cc1.CN(C)P(=O)(N(C)C)N(C)C"
C -5.3800 -5.0983 -2.1206 -1.26
C -5.3699 -3.9045 -3.1511 -0.25
B -6.2964 -2.7562 -2.5742 0.44
O -7.3829 -3.1690 -1.8357 -0.50
C -6.0793 -1.1522 -2.8362 1.19
C -7.3049 -0.5352 -2.1872 -0.72
N -8.2475 -0.0574 -1.6906 -0.67
C -6.2157 -0.7205 -4.3302 -1.05
C -4.8213 -0.5846 -5.0331 0.59
C -4.1289 -1.9325 -5.3437 -0.91
O -4.7838 -1.0093 -6.3604 -0.54
C -4.8848 -0.5453 -2.0027 1.42
S -5.3094 -0.9032 -0.2075 -0.31
C -3.6041 -1.2834 -2.1574 -0.79
N -2.5934 -1.7900 -2.4282 -0.63
C -4.6362 0.9901 -2.2431 -0.42
C -4.3641 1.8299 -0.9966 -1.45
O -3.1584 1.4332 -0.3736 0.23
C -3.0862 1.7937 0.9902 -0.40
C -1.8883 2.7029 1.2926 -0.70
O -0.6421 2.0690 0.9795 0.05
C 0.0648 1.6421 2.0907 -0.27
C 1.1290 2.3963 2.5233 -0.28
C 1.8643 1.9498 3.5988 -0.02
C 1.5721 0.7689 4.2690 0.22
C 2.3995 0.2138 5.4455 2.72
C 2.5778 -1.3092 5.2625 -1.84
C 1.5005 0.3730 6.7187 -1.94
C 3.7176 0.9730 5.7268 -2.36
C 4.9553 0.6137 4.8573 2.52
C 5.9580 1.8065 5.0240 -2.04
C 4.6979 0.4995 3.3374 -1.73
C 5.7312 -0.6442 5.3539 -1.91
C 0.4660 0.0637 3.8142 -0.54
C -0.2951 0.4810 2.7371 -1.20
H -5.4788 -4.7112 -1.0979 0.27
H -4.4120 -5.6133 -2.1341 0.33
H -6.2170 -5.7699 -2.3197 0.33
H -4.3190 -3.6328 -3.2797 0.32
H -5.7789 -4.2949 -4.0957 0.26
H -7.3313 -2.8418 -0.9275 0.30
H -6.6326 -1.5592 -4.9009 0.47
H -6.7401 0.2225 -4.4986 0.48
H -4.1721 0.2429 -4.7363 0.39
H -4.7211 -2.7948 -5.6232 0.28
H -3.0854 -1.7635 -5.5931 0.40
H -6.1567 0.0744 0.1731 0.17
H -3.7095 1.0625 -2.8270 0.22
H -5.4925 1.4035 -2.7854 0.44
H -4.1868 2.8563 -1.3787 0.30
H -5.2183 1.9179 -0.3151 0.56
H -2.9612 0.8681 1.5736 0.16
H -3.9748 2.3109 1.3835 0.40
H -1.9322 3.6172 0.6841 0.33
H -1.9002 2.9306 2.3680 0.39
H 1.4308 3.3127 2.0217 0.43
H 2.7273 2.5080 3.9532 0.32
H 3.1674 -1.7332 6.0898 0.40
H 3.0786 -1.5924 4.3311 0.20
H 1.6203 -1.8428 5.2844 0.58
H 1.9799 -0.2021 7.5268 0.52
H 1.3649 1.4181 7.0109 0.36
H 0.5478 -0.1439 6.5422 0.42
H 3.9952 0.7514 6.7705 0.51
H 3.5198 2.0538 5.7075 0.47
H 6.3523 1.8400 6.0453 0.45
H 5.3830 2.7174 4.7963 0.44
H 6.7477 1.7412 4.2655 0.44
H 3.8279 -0.0996 3.0566 -0.01
H 5.5879 0.1288 2.8102 0.79
H 4.5379 1.5181 2.9506 0.35
H 5.3633 -1.5700 4.9024 0.33
H 6.7948 -0.5110 5.1209 0.52
H 5.6581 -0.6584 6.4511 0.37
H 0.1501 -0.8636 4.2855 0.27
H -1.1368 -0.1287 2.4240 0.41
C 1.5291 -1.0794 -1.7475 -0.82
N 2.6518 -0.2691 -1.3129 0.13
C 2.4732 0.1698 0.0713 -1.12
P 3.6136 0.7946 -2.2816 0.95
O 4.9022 0.6326 -1.5114 -0.84
N 4.1585 -0.0116 -3.7121 0.23
C 3.4507 -1.0991 -4.3607 -1.25
C 5.5924 -0.2504 -3.8341 -0.98
N 2.2238 1.3977 -3.1741 -0.03
C 2.6018 2.2253 -4.3521 -1.06
C 1.3481 2.2819 -2.3609 -0.98
H 0.6265 -0.5039 -1.9957 0.34
H 1.2499 -1.7795 -0.9571 0.36
H 1.7713 -1.7109 -2.5962 0.18
H 1.8290 1.0532 0.1456 0.24
H 3.4331 0.4249 0.5248 0.29
H 2.0353 -0.6132 0.6927 0.35
H 3.5578 -2.0410 -3.8086 0.31
H 3.8444 -1.2611 -5.3691 0.44
H 2.3938 -0.8732 -4.5025 0.34
H 5.9234 -1.0919 -3.2144 0.30
H 6.1636 0.6316 -3.5565 0.32
H 5.8545 -0.4698 -4.8732 0.30
H 3.2116 3.0865 -4.0632 0.36
H 1.7037 2.5887 -4.8554 0.39
H 3.1523 1.6569 -5.0948 0.33
H 1.9133 3.0836 -1.8778 0.36
H 0.8124 1.7275 -1.5913 -0.01
H 0.5763 2.7322 -2.9849 0.47